# 1
C30H47N7O2OsP | ωB97M-V/def2-TZVPD

```
88
C30H47N7O2OsP | the Open Molecules 2025 dataset | ωB97M-V/def2-TZVPD
C 3.08162 3.08783 -2.46203
H 2.86594 -3.05092 -0.01024
H -0.50797 -3.18780 3.22894
C 1.20607 3.37127 0.79906
H 0.69573 -5.28271 -2.13809
H -3.89283 1.13924 -0.39178
H -3.32349 5.21961 2.24920
C -2.45349 3.62264 1.15263
H -0.82101 -3.50958 -1.41019
N -0.18712 3.01145 0.97053
H 3.48646 -3.55180 2.33359
H -2.15134 -3.00528 1.37735
H 0.17470 -3.59518 -3.86491
H -1.93916 0.54460 -3.51864
H 3.54564 3.91970 -0.53165
P 0.76047 -1.30621 0.48880
H 2.26598 2.18322 -4.24746
C 1.58512 3.05198 -0.60797
H -5.93819 2.26115 0.51662
N -0.29404 -2.07383 1.49506
H -3.90717 -0.64112 -2.66288
H 3.37159 0.32104 1.40154
C 4.13134 -2.89406 1.74167
C -4.95742 2.67384 0.70756
N 2.24733 -1.43449 1.17197
H 1.02041 -0.37515 -2.06173
H 1.84425 -4.09999 -4.05308
N 0.45778 0.24676 0.22420
H 2.10150 -4.36738 -1.62224
C -1.02993 4.00947 1.36714
H -5.65889 4.35761 1.84352
C -1.72388 -2.02238 1.15008
Os -0.80045 1.48739 -0.14951
H 4.92231 -3.51368 1.31460
C -3.51936 4.32424 1.67583
N -2.60849 2.52058 0.41138
H 2.62829 -2.08246 -2.84060
N 0.65842 -2.10318 -0.93748
O -2.00128 0.73797 -1.48093
C -3.94494 0.43456 -2.83587
C 1.09235 -4.27083 -2.03449
H 3.95651 -1.66774 -0.02206
H -4.37227 0.60561 -3.82593
H -0.27377 -0.14903 3.45924
C 2.75770 -0.34808 2.01904
H 0.23084 -3.96507 -0.06995
C -2.46785 -0.94579 1.93512
C -2.55477 1.04449 -2.75649
H 1.92202 0.24159 2.39614
C 3.30739 -2.28256 0.61826
H -4.61403 0.88375 -2.10043
H -2.70983 -0.25780 3.97095
C 2.10667 2.43458 -3.20838
H -3.53376 -1.00479 1.69981
H -0.54425 -1.26289 4.79801
H 1.86472 2.81224 1.47258
C 2.82030 3.39585 -1.14163
C -3.83998 2.03889 0.20191
C -2.22538 -1.07607 3.43604
H 2.95248 -1.47737 3.83685
H 5.41841 -1.19722 2.05390
H 1.31627 4.43318 1.01698
H -1.83040 -1.86434 0.07448
C 0.69009 -1.39788 -2.22705
C -0.06750 -2.22738 2.93622
C 1.59836 -2.11849 -3.21130
C 0.21803 -3.50104 -1.05398
H -0.33435 -1.35037 -2.62190
C 3.59601 -0.90359 3.16231
C -4.79652 3.83938 1.44565
O -0.71678 5.09209 1.82059
H 4.00151 -0.07108 3.74147
H 5.27631 -2.23618 3.45925
H -2.68307 -2.00302 3.79875
C 4.71176 -1.80123 2.63443
C -0.72727 -1.10928 3.73232
H -1.62976 3.01684 -2.79606
C 0.92496 2.08493 -2.58830
H -2.12187 0.04089 1.60710
C -2.57619 2.53763 -3.05833
H 1.57906 -1.58761 -4.16595
H -2.75194 2.69538 -4.12345
H 1.00207 -2.29686 3.11916
H 0.15560 1.54184 -3.11584
H -3.37812 3.03881 -2.51396
C 1.16123 -3.56956 -3.38817
N 0.66893 2.37831 -1.30697
H 4.02953 3.35798 -2.90990
```

Properties
Gap between HOMO and LUMO (alpha / beta)   6.492 / 6.492 eV
2S+1   1
Relative energy (zero: lowest compared OMol25 entry of this formula, charge and spin)   1.273 eV
Net charge   +1

***

# 2
C30H48CeP2 | ωB97M-V/def2-TZVPD

```
81
C30H48CeP2 | the Open Molecules 2025 dataset | ωB97M-V/def2-TZVPD
P -1.71084 0.06734 1.09498
H -3.22917 1.84209 1.74268
H 0.85262 0.51251 4.17296
H 1.66982 -2.27442 -1.51316
H 5.13626 -1.16555 -0.45613
H 0.51980 -6.18558 2.26452
H -2.47032 1.30423 -3.97175
H -0.00433 -2.50675 -0.83908
C -2.91540 2.00054 -3.27845
H -5.92935 1.30301 -1.75212
H 3.51906 2.23657 -0.20918
H -3.04185 -1.46346 2.32595
H -2.32067 1.15916 3.11948
H -1.27443 3.31182 -3.38688
H 2.30949 -2.94836 3.57141
C 2.18606 -6.45271 0.92735
C 3.46986 0.45245 0.97715
H 2.90145 2.73658 3.14707
H -0.12740 -3.95043 1.35620
H -0.69968 3.40573 -1.45486
H 0.12334 -0.41963 -3.49468
H -4.25707 0.96938 0.20627
C -2.91253 4.36529 -2.38338
H 3.00569 -3.52642 2.03760
H -2.00956 -0.20634 -1.40973
H -4.99800 3.95441 -1.85775
H 2.45200 -7.44701 1.30427
H 1.01004 -1.25786 4.21589
H 5.12419 1.70114 0.31529
H 3.76737 -6.41290 -0.54976
C 2.99859 -1.40314 2.26165
H -3.19387 3.22370 0.43272
C 2.30748 -0.28955 2.83061
C 0.75091 -4.49501 0.95002
H -4.70191 0.07202 -2.00952
H 2.23257 -0.23780 5.00280
H -3.85556 -0.97583 0.78282
C 3.71228 -0.95148 1.12421
C -3.68052 2.89641 -0.48135
C 0.08510 0.67926 -3.41802
C -4.84185 1.16070 -1.88287
C -4.15636 1.64791 -0.63900
C 3.09574 -2.77172 2.82931
H 2.25989 2.91176 1.49474
H 4.09062 -2.60067 -0.19180
H 5.40448 -2.23185 0.94896
H 4.27188 0.81649 -0.95856
H -4.68600 1.17683 -4.02742
C 0.24399 2.89019 -1.25315
C -2.23870 3.13471 -2.92392
H -2.03099 1.49184 -0.94441
Ce 0.84552 -0.31589 0.33175
H 1.04658 3.32031 -1.86620
C 1.08446 -2.58066 -0.63525
H 3.15952 -4.18182 -1.45849
C 2.23054 2.27823 2.39567
H -1.51338 2.29902 2.01893
H -4.94379 2.77098 -3.36773
C -1.49663 0.55351 -0.80574
C 2.60080 -4.61123 -0.62328
C -4.02043 4.06562 -1.36025
C 2.92145 -5.87586 -0.12248
H -3.33202 4.94200 -3.22764
C -2.90831 -1.26434 1.25088
H -0.82687 1.05783 -3.87462
C 2.64770 0.87683 2.07460
H -4.12954 4.95305 -0.71471
H -2.51328 -2.17833 0.77958
C 1.48393 -3.90003 -0.10151
H -2.17859 5.03677 -1.91271
C 1.09825 -5.73485 1.43987
H 4.06899 -2.92065 3.32396
H 1.20570 2.29543 2.81002
C 1.56747 -0.31646 4.12320
C 4.63439 -1.77999 0.30302
H 0.49771 3.04756 -0.19272
C -2.25061 1.48179 2.06867
H 0.97872 1.10620 -3.89543
P 0.09058 1.14282 -1.70970
C -4.39315 1.83469 -3.19087
C 4.13006 1.34789 -0.01081
```

Properties
Gap between HOMO and LUMO (alpha / beta)   6.780 / 6.840 eV
2S+1   2
⟨S²⟩   0.753
Relative energy (zero: lowest compared OMol25 entry of this formula, charge and spin)   2.261 eV
Net charge   +1

***

# 3
C30H48Cl2N3O7PtSi | ωB97M-V/def2-TZVPD

```
92
C30H48Cl2N3O7PtSi | the Open Molecules 2025 dataset | ωB97M-V/def2-TZVPD
H 2.92828 -2.77719 3.51084
N 0.51354 3.21785 3.91988
H 2.62902 4.95098 -0.89972
H -2.86436 -0.63973 5.16924
N 1.31411 -2.27147 2.34542
C -1.54415 -0.39895 -4.83988
H 1.10592 -3.68289 3.85214
O -1.53503 -1.24715 3.21344
H -6.76840 1.12752 2.65706
H 1.79511 1.64692 4.51105
C -4.81919 0.29208 5.31997
C 0.73258 -1.44046 1.45847
H 3.23792 3.70871 -2.04516
H 1.76723 3.10150 5.55148
H -1.39801 3.96081 -0.68631
H 4.36048 -2.27943 -1.56557
H 4.99545 -1.69958 -3.14156
H 4.19709 0.11165 -4.11220
C -0.49065 4.55602 -0.79444
H 0.58192 -4.25838 2.24030
C 1.76339 2.74737 4.51969
H -1.37475 3.96426 4.26786
H -2.48538 -2.37939 -1.05536
C -3.74742 -0.28179 4.64234
Cl -1.42906 1.47466 0.46783
C -0.46589 -2.71953 -4.75604
O -2.79974 -1.66607 1.42129
O 1.28369 -0.47951 0.90900
H 3.35809 -2.40232 1.80969
H -2.33185 -4.41458 0.39452
C 3.48146 0.44679 -3.35455
H 0.64869 5.57404 -3.46491
H 2.93694 -1.06933 2.93633
C -4.91641 -0.01756 2.46975
C 0.91045 -4.24590 -0.69580
H -3.66815 -1.28792 1.07113
H -0.10128 4.75218 0.20634
H 3.39251 -2.48326 -3.05173
H 0.12894 -2.12391 -6.73383
C 0.61860 4.48114 -3.59178
H -1.38496 -3.07728 -6.66662
H 2.48416 0.49378 -3.81586
C -0.35554 4.13586 4.64144
H 1.44259 4.19173 -4.25586
H -4.79285 0.34817 6.40348
H -0.28547 3.94825 5.71573
H -1.04443 0.04911 -5.70461
H -0.32239 -1.70699 1.24745
H -0.73054 5.51479 -1.26376
H -0.15110 -3.49906 -4.07538
C -0.41974 -2.45551 -1.71208
C -5.93395 0.70245 3.21228
H -0.07428 5.18244 4.42713
C -2.60158 -1.13431 2.64275
C -0.23407 -4.74528 -0.06077
H -2.46402 -0.85104 -5.22158
N 3.49001 -0.51869 -2.25958
C -0.39470 -2.93967 -6.20111
O -5.01432 -0.32480 1.24724
Pt 0.82472 2.10949 -0.04428
H 0.18754 -3.85925 -6.34038
H -1.03105 -0.43275 -2.21585
C -1.54008 -2.92602 -0.96339
H 1.87477 -4.76091 -0.60439
C 4.09213 -1.81797 -2.52488
H -0.33504 4.21883 -4.06411
H -0.43246 -3.08631 3.13772
C 0.59810 -3.39655 2.92590
H 2.81429 3.26186 -0.37919
H -0.66387 3.39553 2.24208
C -5.90679 0.79762 4.58839
Cl 0.49698 1.37626 -2.14352
C 3.37394 -0.10155 -0.97226
C 2.72482 -2.11390 2.66428
O 0.52449 -0.95192 -3.55664
H 3.43664 -0.93506 -0.24331
C 0.32095 3.09075 2.62156
H 3.74919 1.43988 -2.98014
C -1.44937 -4.05894 -0.15375
H -6.73657 1.27256 5.12082
H 2.63474 3.13869 3.97511
C -3.76487 -0.43879 3.26645
C -0.55365 -1.31470 -2.64901
H 1.70862 -2.62900 -1.92206
O 3.21843 1.07642 -0.62302
C -0.68742 -1.44333 -4.19381
C 0.81886 -3.09002 -1.47805
Si 0.78657 3.76489 -1.91213
H -1.84132 0.39308 -4.14412
C 2.53367 3.91225 -1.23211
O 1.25352 2.61737 1.90415
H -0.18506 -5.67064 0.51741
```

Properties
Gap between HOMO and LUMO (alpha / beta)   5.460 / 5.733 eV
2S+1   3
⟨S²⟩   2.009
Relative energy (zero: lowest compared OMol25 entry of this formula, charge and spin)   2.326 eV
Net charge   -1

***

# 4
C30H48N3ReSi2 | ωB97M-V/def2-TZVPD

```
84
C30H48N3ReSi2 | the Open Molecules 2025 dataset | ωB97M-V/def2-TZVPD
C -1.69596 -0.77517 -5.07357
H -1.96200 4.54806 -0.13067
C 0.19868 3.43306 -1.15369
Re -0.31594 -0.11833 -0.30133
H -1.90347 -0.17837 -2.22291
H -0.56208 3.67000 -1.89659
H -1.24378 2.20460 -3.89445
H -1.29985 -0.01104 2.27005
H 4.99226 4.04240 -0.01877
H 1.28731 1.99507 1.07134
H -0.96369 -1.64721 -2.30618
C 3.08754 1.41893 -1.04526
H 1.14408 -1.63150 2.35419
H 1.17866 3.71852 1.33855
H -6.54330 2.97740 -1.80209
Si 2.11802 -0.03717 -0.37747
C -5.23889 1.01587 -0.65646
H -1.70663 -1.86533 -5.05365
H 0.09528 2.64872 2.21789
C 5.03220 -2.80363 -1.31934
C 3.22931 1.60764 -2.42141
C 4.35978 -3.88508 -1.87219
H -0.17379 -1.71561 3.53066
C 0.06070 -1.56333 2.47501
C 4.48974 3.36483 -0.69574
C -5.03243 -1.32589 0.25683
H 0.79384 4.32753 -0.97374
C -0.61698 -2.58248 1.58213
H 0.25011 0.49545 2.35281
N -0.13230 -2.31504 0.20780
H -6.08732 -1.38346 0.00010
H 0.85080 2.66616 -1.55732
H 4.87692 -0.83873 -0.50975
H -4.94092 -1.52375 1.32635
N -1.08264 1.61043 -0.09879
H -2.67631 -0.42504 -4.75022
C -0.86460 -0.54829 -2.24825
H -0.21248 1.99400 -5.30546
H 1.23049 -2.63658 -1.85762
H 5.18588 4.36228 -2.45849
H 3.67329 2.17837 0.87918
H 0.51155 2.27394 -3.72615
C 2.29484 -2.68585 -1.64653
H 2.46004 -4.64526 -2.50784
H -1.70114 -2.44160 1.59632
H 1.10073 -1.42396 -5.49140
H 1.73324 -1.53009 -3.85766
H -2.91609 3.39051 -1.17116
N -0.34910 -0.23278 1.97606
C -2.50925 1.49182 -0.24723
H -2.09968 3.68083 1.40642
C -3.32660 2.46639 -0.81195
H -5.10567 3.69921 -2.52823
C -4.68592 2.24106 -1.00618
H 4.07310 2.78399 -3.99986
C 4.60233 3.54250 -2.06514
C 1.29266 -0.85286 -4.58238
C 3.97397 2.65810 -2.93036
H 0.84676 -2.60150 0.14230
C -4.45815 0.01545 -0.10068
H 6.10551 -2.84041 -1.19585
H -0.63962 -2.88311 -0.46805
H -0.41021 -3.60586 1.90116
C 0.59155 2.80661 1.25699
H 4.90588 -4.76566 -2.17816
H -5.60680 4.17548 -0.91129
C 4.33174 -1.67531 -0.92812
H -2.55233 -0.51357 0.61015
C 3.74113 2.30946 -0.19341
H -4.51600 -2.12468 -0.27857
H 2.47313 -0.05296 1.09006
H -1.56251 -0.46923 -6.11178
C 2.94147 -1.59278 -1.06928
C -0.44638 2.96739 0.14355
C -1.40388 4.05587 0.65689
C 2.98760 -3.82131 -2.04560
H 2.04945 -0.10914 -4.82732
H 2.75051 0.92331 -3.10835
C -5.53483 3.32980 -1.59692
Si -0.31785 -0.08044 -4.00755
C -3.11067 0.27770 0.11736
H -0.79660 4.82778 1.12749
C -0.30429 1.77104 -4.24117
H -6.29202 0.83715 -0.82869
```

Properties
Gap between HOMO and LUMO (alpha / beta)   7.592 / 7.433 eV
2S+1   2
⟨S²⟩   0.762
Net charge   +1

***

# 5
C30H48O18 | ωB97M-V/def2-TZVPD

```
96
C30H48O18 | the Open Molecules 2025 dataset | ωB97M-V/def2-TZVPD
H 0.54212 3.37502 4.95406
H 2.40987 2.82200 -9.87039
H 0.79620 2.05680 6.81960
O 0.75881 0.39809 -9.32860
O -0.00132 1.71726 0.19425
H -3.37719 -4.04915 -7.20500
C 8.18748 -0.63899 -1.15215
O -3.38217 -1.14545 -6.10750
C -3.82749 -0.92231 -7.30659
C 1.44897 2.92891 6.78199
H 1.81107 4.55114 5.43889
C -3.65751 -2.96576 6.28649
C -3.03130 7.47835 1.64932
O 2.17339 -7.75570 2.47776
C 7.88062 0.75889 -0.69346
O -4.30514 7.89457 1.93680
H -1.79738 -3.32235 -7.44545
C -2.83658 -3.10267 -7.20066
H -6.33076 -4.42661 7.52827
C -2.91474 7.30370 0.15502
H 1.28751 -6.02307 1.91653
C -2.91624 -2.49047 -5.75259
H -6.11087 7.53869 0.78827
H -0.23070 -0.34022 0.56021
O 0.14854 1.50472 -11.08965
H 2.47327 0.28539 -8.23266
O 4.18278 1.17745 5.29900
H 5.87308 1.13719 -0.93193
O 1.43439 -9.79783 2.85379
H -1.92797 -2.56534 -5.29892
C 0.78810 1.51347 -10.02866
C -0.82548 0.57188 0.60933
C -3.57841 -2.18962 -8.18778
H -6.43114 -2.81068 5.13097
H 1.61283 -6.06531 3.62692
H -1.13053 0.69289 1.64875
H 0.57490 2.31994 -7.35839
C 0.51269 1.90648 -0.98242
H -3.48990 -3.05186 -5.01512
H 1.18589 5.10773 -0.33106
H -0.07470 -10.69630 4.10157
C 1.48992 2.67730 -9.30396
H -4.54941 7.80541 -1.32997
C 1.45554 2.08575 -7.95650
H 0.72388 -11.86688 3.09817
C -5.09827 7.94162 0.76878
H -4.53372 -2.65566 -8.42921
H 8.55465 0.84081 0.15922
H 8.19521 1.54500 -1.37988
C 2.03592 -6.31400 2.65365
H -4.07879 -2.86934 8.33963
H 0.97369 0.12317 -7.23691
H 6.42845 1.52731 0.63189
H 0.88087 3.57202 -9.17499
C 1.40077 4.05067 -0.17439
H -0.39465 -10.76792 2.35788
C -5.73818 -3.54487 5.54190
H -2.25499 8.13644 -0.08868
H -6.03331 -4.57784 5.35758
H -3.06520 -1.87409 -9.09616
C 3.30516 1.98311 5.62043
C 0.38111 -10.83243 3.12086
O 9.08047 -1.06176 -1.82142
O -2.15886 7.16572 2.49069
H 3.44238 3.03572 7.54896
O 0.41561 1.03490 -1.83122
C 2.82107 2.31065 7.02327
C 1.52519 3.49975 5.40808
C 1.42591 0.56699 -8.12383
H 2.47514 4.16493 -0.31858
O -2.75112 -2.11292 6.10687
H 2.73530 1.41282 7.63534
C -4.32778 7.31400 -0.38260
O -4.32777 0.18846 -7.59011
O 1.01755 3.12667 -1.19246
H -3.95816 -4.54362 7.83853
O 7.19384 -1.41287 -0.61980
H -6.09184 -2.65026 7.61573
O -4.46624 -3.18781 5.24796
C 1.14850 -8.52970 2.99484
C -5.76857 -3.57677 7.14120
H -4.73806 6.30633 -0.44858
H 3.01545 -5.89201 2.42881
O 0.14503 -8.03950 3.53210
H 6.33993 -0.86461 1.22728
H -1.65680 0.35017 -0.05989
H -2.44945 6.36176 -0.13543
O 2.59998 2.73964 4.76392
H 2.25878 2.57113 -7.40215
C 6.19619 -0.67583 0.16342
C 6.52534 0.76552 -0.14167
H 1.24489 3.81636 0.87865
H -4.98628 8.98092 0.45989
H 5.22569 -0.84435 -0.30332
C -4.31301 -3.56032 7.52982
H 1.17831 3.57384 7.61800
```

Properties
Structure (SMILES)   COC(=O)OC.COC(=O)OC.O=C1CCCO1.O=C1CCCO1.O=C1CCCO1.O=C1CCCO1.O=C1CCCO1.O=C1CCCO1
Gap between HOMO and LUMO   10.007 eV
2S+1   1
Relative energy (zero: lowest compared OMol25 entry of this formula, charge and spin)   2.366 eV

***

We obtain M values of 758.96 610.78 856.80 693.11 696.70 g mol⁻¹ for the records listed above, in that order.
We obtain calculated total energy values of -2137.02273 -2329.37828 -3192.08364 -1993.28322 -2526.11106 Ha for the records listed above, in that order.